The following is a DFT calculation (ωB97M-V/def2-TZVPD) of the molecule C16H23NO4 at a distorted geometry.

- HOMO energy: -8.905 eV
- Structure (SMILES): CCOC(=O)[C@@H]1CCCN(Cc2ccc(O)c(OC)c2)C1
- Energy relative to the best compared isomer or geometry (same formula, charge and spin): 14.379 eV
- Strongest force on any atom: 20.0 eV/Å
- Kohn-Sham gap: 9.5 eV
- DFT total energy: -978.72344 a.u.

Geometry as XYZ:
```
44
Properties=species:S:1:pos:R:3:forces:R:3:nbo_charge:R:1
C 4.776681 4.648301 0.885617 3.2 3.0 1.1 -0.62
H 3.956207 5.283237 0.410263 0.8 -1.1 1.0 0.22
H -5.474641 -3.920454 -2.819650 -6.6 -6.4 -2.6 0.17
H 1.814639 1.492679 1.352808 -0.7 -0.1 -0.2 0.23
H -2.493318 -2.012839 -2.087636 1.9 -2.4 -4.0 0.22
C 1.312723 -1.377012 1.741591 -5.9 1.3 4.3 -0.42
H -4.369012 0.375115 1.725153 0.0 0.0 0.9 0.24
H 3.011765 -1.293744 1.005015 2.0 -0.5 -2.2 0.20
O 4.427618 0.830903 -0.167985 3.3 -1.1 -1.3 -0.55
H -0.891478 0.941809 -1.580973 -0.7 -1.3 0.5 0.21
C 4.799399 3.200478 0.396982 5.9 4.3 -0.9 -0.09
C -4.730730 -1.039225 0.190730 -2.3 -2.3 4.5 0.26
O -6.050288 -1.417832 0.789407 1.8 -1.9 -5.4 -0.68
H 5.793989 5.304048 0.612381 -2.4 -2.0 0.4 0.20
H 3.253629 -0.516580 2.441142 -2.4 0.6 -1.8 0.21
C -3.913806 -0.272612 1.016017 -3.1 -0.6 -3.2 -0.22
H -4.457897 -2.703987 -3.564996 -0.4 -0.8 -0.5 0.09
H 0.830226 -2.010003 -0.308460 1.3 -0.7 -2.2 0.18
H 4.837152 4.672712 2.080193 -0.8 0.1 -2.6 0.22
C 3.598773 1.399386 0.413361 -3.7 1.6 0.0 0.82
C -4.775961 -3.336420 -2.678594 9.8 0.7 -8.6 -0.16
H 1.168451 1.532796 -1.051246 1.2 -2.9 0.8 0.17
C -0.917501 -0.082265 -1.037414 2.8 1.0 -6.4 -0.20
H -6.365550 -2.113493 0.014271 0.7 2.4 2.9 0.49
C -2.758669 0.016282 0.350985 -1.2 8.6 13.4 -0.18
N 0.018952 0.088188 -0.072027 6.1 -4.7 4.3 -0.41
C 2.282313 0.791966 0.659761 -1.2 -1.7 4.7 -0.34
H 5.680688 2.653923 0.831043 -0.9 0.3 0.0 0.18
H 5.019114 3.162692 -0.679466 -0.4 0.0 0.0 0.17
O -5.081378 -2.635692 -1.774719 -4.6 11.5 15.7 -0.53
H -0.573883 -2.020705 0.709428 2.5 1.9 -0.6 0.21
C 2.457518 -0.566416 1.502802 5.4 1.2 2.0 -0.41
C 0.472366 -1.376449 0.422839 -6.0 -0.9 4.4 -0.26
H 1.366073 -2.364718 2.495693 0.3 2.3 -2.9 0.26
C 1.407917 0.402512 -0.474391 -4.0 9.4 -0.4 -0.18
C -4.098266 -1.835320 -0.789228 -3.9 -1.4 -4.7 0.23
H 2.005463 -0.150811 -1.037411 1.6 -3.2 -3.3 0.19
H 0.657840 -0.646571 2.510789 0.8 -2.0 -1.8 0.19
C -2.927425 -1.547400 -1.346599 0.7 4.2 5.9 -0.22
H -3.916417 -3.773883 -2.371038 3.3 -3.1 -0.2 0.14
H -0.504974 -0.828565 -1.889511 -1.0 1.2 1.4 0.15
C -2.182196 -0.493109 -0.560286 1.9 -8.2 -11.6 -0.07
O 3.627645 2.773587 0.742103 -3.9 -5.4 0.6 -0.50
H -2.093748 0.765492 0.991254 -1.3 -1.1 -1.5 0.21
```
Positions in Å, forces in eV/Å.


The following is a DFT calculation (ωB97M-V/def2-TZVPD) of the molecule C16H23NO6.

- HOMO energy: -8.672 eV
- Structure (SMILES): C[C@@H]1C(=O)O[C@H]2CCN3CC=C(COC(=O)[C@](C)(O)[C@@]1(C)O)[C@H]23
- Energy relative to the best compared isomer or geometry (same formula, charge and spin): 0.308 eV
- Strongest force on any atom: 0.7 eV/Å
- Kohn-Sham gap: 9.4 eV
- DFT total energy: -1129.69065 a.u.

Geometry as XYZ:
```
46
Properties=species:S:1:pos:R:3:forces:R:3:nbo_charge:R:1
H -3.741958 0.859274 1.765687 -0.1 0.0 0.0 0.20
C 3.718857 1.592663 0.681503 -0.1 0.0 -0.2 -0.19
O -4.026858 -0.028297 -0.789943 -0.2 -0.1 -0.2 -0.73
C -0.787978 1.523561 0.431549 -0.3 0.1 0.3 0.80
C 4.499900 0.385218 0.260387 0.3 0.0 -0.1 -0.24
C 1.501851 -0.780071 0.207160 0.4 0.1 0.4 0.06
C -3.240841 -0.064220 1.481201 0.2 -0.1 -0.2 -0.66
C 2.374938 -2.041911 0.182869 0.0 0.1 -0.1 -0.44
H 3.320218 -1.998486 -1.774382 0.1 -0.1 0.1 0.19
C -2.084158 -1.330380 -0.397392 -0.3 0.0 0.0 -0.34
O -0.611681 -1.803291 1.463140 0.1 -0.1 0.0 -0.59
C 1.357469 2.513477 0.360254 0.3 0.4 0.5 -0.12
H -3.926919 -2.437479 -0.451997 -0.1 -0.1 0.0 0.23
H 4.687076 -0.269493 1.125128 0.0 0.0 0.0 0.18
H -4.383415 0.870375 -0.746428 0.0 -0.1 0.1 0.49
H -2.939340 2.507561 0.841802 0.0 -0.1 0.0 0.48
H -2.634549 0.943120 -2.438315 0.0 0.0 0.0 0.23
H -2.898285 -2.811612 0.949801 0.0 0.0 0.1 0.22
H 1.809384 -2.895958 -0.184144 0.0 -0.1 0.1 0.23
H -2.373561 -0.208813 2.115718 -0.1 0.0 0.1 0.25
H -1.562889 2.326176 -2.181222 0.1 0.0 0.0 0.23
H 1.135573 2.655788 1.425507 0.0 0.0 -0.3 0.23
N 3.658252 -0.236507 -0.759979 0.0 0.2 0.1 -0.42
H 4.140328 2.355524 1.310068 0.0 0.2 0.2 0.21
C -2.850457 -0.041673 -0.001111 0.3 0.2 0.4 0.29
O -0.725447 1.396412 1.629369 0.1 0.0 0.0 -0.61
H 1.321964 -0.453831 1.238216 0.0 0.0 -0.2 0.22
O -2.907160 2.372969 -0.113712 -0.1 0.3 0.0 -0.72
H -1.880055 -1.269268 -1.467786 0.0 0.0 0.1 0.24
H -0.903227 0.685478 -2.126735 0.1 0.0 -0.1 0.23
H -3.941214 -0.878872 1.640633 -0.1 0.0 0.0 0.22
C -2.906588 -2.587698 -0.113029 0.1 0.2 0.0 -0.61
C -2.057263 1.259397 -0.391445 0.1 -0.3 -0.3 0.13
H 1.824144 0.425611 -1.562119 -0.1 0.0 0.0 0.21
C 2.310938 0.280972 -0.592340 -0.4 -0.1 -0.1 -0.09
H 4.487549 -2.139523 -0.448306 0.0 0.0 -0.1 0.21
O 0.176228 2.062785 -0.304761 0.3 0.1 -0.4 -0.50
H 2.728079 -2.269163 1.187450 0.0 0.0 0.0 0.22
H 1.602704 3.480298 -0.090958 -0.1 -0.2 0.1 0.21
C -1.765689 1.299439 -1.891060 -0.2 0.1 0.2 -0.64
C -0.766073 -1.400163 0.342778 -0.2 -0.3 0.0 0.82
C 2.490896 1.550915 0.183652 0.0 -0.1 -0.1 -0.01
H 5.467949 0.650750 -0.177755 0.0 0.0 0.2 0.20
O 0.232372 -0.936055 -0.421799 0.0 0.1 -0.4 -0.52
C 3.547443 -1.680780 -0.752509 -0.1 -0.2 -0.1 -0.22
H -2.478520 -3.434205 -0.644634 0.0 -0.1 0.0 0.21
```
Positions in Å, forces in eV/Å.